Record 1
{
  "formula": "C5H13NO",
  "method": "ωB97M-V with the def2-TZVPD basis set",
  "total_energy_ev": -8933.0856,
  "homo_lumo_gap_ev": 10.479,
  "smiles": "CC(N)=O.CCC",
  "species": ["C", "C", "N", "O", "H", "H", "H", "H", "H", "C", "C", "C", "H", "H", "H", "H", "H", "H", "H", "H"],
  "coordinates": [[1.634, -1.138, -1.667], [0.370, -1.587, -0.962], [-0.752, -1.081, -1.404], [0.405, -2.308, 0.013], [1.434, -0.798, -2.717], [2.276, -2.025, -1.670], [2.095, -0.319, -1.106], [-1.609, -1.365, -0.964], [-0.787, -0.438, -2.252], [0.609, 2.136, 1.670], [-0.419, 1.218, 1.040], [-1.719, 2.002, 1.212], [0.568, 1.987, 2.810], [1.613, 1.934, 1.288], [0.253, 3.159, 1.384], [-0.429, 0.302, 1.503], [-0.259, 1.153, -0.107], [-2.362, 1.836, 0.370], [-1.411, 3.111, 1.262], [-2.216, 1.705, 2.156]]
}

---

Record 2
{
  "formula": "C5H13NO",
  "method": "ωB97M-V with the def2-TZVPD basis set",
  "total_energy_ev": -8930.8974,
  "homo_lumo_gap_ev": 10.034,
  "smiles": "C=CC[C@H](C)N.O",
  "species": ["C", "C", "C", "C", "C", "N", "H", "H", "H", "H", "H", "H", "H", "H", "H", "H", "H", "O", "H", "H"],
  "coordinates": [[-1.701, 1.447, -1.447], [-0.394, 1.737, -1.542], [0.677, 0.772, -1.849], [1.269, 0.329, -0.507], [2.638, -0.361, -0.841], [0.450, -0.482, 0.395], [-2.398, 2.298, -1.432], [-2.348, 0.480, -1.601], [-0.164, 2.862, -1.409], [1.441, 1.420, -2.327], [0.708, -0.081, -2.421], [1.445, 1.294, 0.088], [2.792, -1.297, -0.383], [3.701, 0.044, -0.936], [2.438, -0.808, -1.835], [-0.233, -1.029, -0.162], [-0.090, 0.025, 1.107], [-2.468, -2.499, 4.477], [-2.156, -2.812, 5.373], [-3.477, -2.574, 4.470]]
}

---

| no. | LUMO level (hartree) |
| --- | --- |
| 1 | 0.02770 |
| 2 | 0.03528 |